1.
Molecular formula: C21H31N3O5SeTi
Method: DFT, the ωB97M-V functional and the def2-TZVPD basis

Positions of all 62 atoms, in Å:
1 Ti 0.65088 -1.81001 0.03957
2 O -0.25637 -0.07622 1.03419
3 C -0.20491 -0.06791 2.47213
4 C -0.28335 -1.48518 3.00378
5 N 0.70559 -2.31911 2.29954
6 C 2.07286 -2.14758 2.79671
7 C 3.09010 -2.07932 1.65409
8 O 4.26860 -2.04367 1.90033
9 O 2.56087 -1.99313 0.45699
10 C 0.28033 -3.72877 2.24112
11 C -0.98134 -3.79023 1.37474
12 O -1.91022 -4.51391 1.63158
13 O -0.92492 -2.94580 0.37105
14 H -1.15771 0.05263 0.69011
15 H -0.99905 0.56217 2.87305
16 H 0.75064 0.39386 2.72472
17 H -1.27892 -1.89211 2.82011
18 H -0.12080 -1.49112 4.08744
19 H 2.36192 -2.92458 3.50784
20 H 2.15852 -1.19517 3.32354
21 H 0.09175 -4.15265 3.23073
22 H 1.06983 -4.30925 1.75547
23 C -3.33956 1.13037 0.50561
24 C -4.08289 0.12867 -0.37492
25 C -3.27425 -1.11538 -0.74591
26 C -2.26727 -0.99900 -1.89067
27 N -1.14939 -0.08302 -1.67526
28 C 0.20753 -0.53654 -1.55643
29 Se 0.78071 -2.25010 -2.36388
30 N 0.98235 0.62653 -1.77253
31 C 2.43139 0.64814 -1.86745
32 C 3.06716 1.68560 -0.94313
33 C 2.91933 1.35504 0.53741
34 C 3.37525 2.49724 1.43631
35 C 0.19006 1.61676 -2.33512
36 C 0.52059 2.82783 -2.91178
37 C -0.51734 3.61029 -3.42315
38 C -1.83058 3.18013 -3.36918
39 C -2.15836 1.94525 -2.80176
40 C -1.13481 1.17886 -2.28639
41 H -3.97681 1.97390 0.77248
42 H -2.45290 1.53913 0.01922
43 H -3.04411 0.65483 1.44950
44 H -4.44809 0.62090 -1.28000
45 H -4.97607 -0.19766 0.16323
46 H -3.96643 -1.90814 -1.04116
47 H -2.76573 -1.51081 0.14047
48 H -2.77550 -0.69365 -2.80967
49 H -1.84322 -1.98801 -2.07455
50 H 2.71272 0.84379 -2.90824
51 H 2.79920 -0.34995 -1.62494
52 H 2.63371 2.67026 -1.13620
53 H 4.12829 1.75846 -1.19840
54 H 3.49466 0.45252 0.76021
55 H 1.86623 1.13237 0.73612
56 H 4.42131 2.74768 1.25015
57 H 3.28521 2.23928 2.49317
58 H 2.78210 3.39681 1.25824
59 H 1.54664 3.15978 -2.98176
60 H -0.28292 4.56353 -3.87785
61 H -2.61771 3.79897 -3.77833
62 H -3.18475 1.60642 -2.78228

Output
LUMO energy ... 0.007 hartree
Energy relative to the best compared isomer or geometry (same formula, charge and spin) ... 0.150 eV
Total charge ... 0
Gap between HOMO and LUMO ... 7.07 eV
Largest force on an atom ... 0.7 eV/Å

2.
Molecular formula: C21H31N6O10
Method: DFT, the ωB97M-V functional and the def2-TZVPD basis

Positions of all 68 atoms, in Å:
1 N 23.70400 51.15300 17.37800
2 O 23.17500 50.42200 16.43300
3 O 24.28700 52.18900 16.97300
4 O 24.02200 50.66700 18.46400
5 C 19.87500 51.33100 14.79700
6 C 21.07400 51.10400 14.09100
7 C 21.13400 49.98800 13.06300
8 C 19.90700 49.29000 12.50100
9 C 18.60900 49.55100 13.32500
10 C 18.74600 50.56600 14.40500
11 N 19.91700 48.20400 11.49300
12 O 21.05100 48.07600 10.84900
13 O 18.92400 47.62800 11.06100
14 H 19.80100 51.93100 15.60300
15 H 22.06800 51.61100 14.35200
16 H 22.16000 49.86300 12.52000
17 H 17.68000 49.07100 13.09400
18 H 17.76100 50.86200 14.79200
19 C 20.77300 48.63200 17.66400
20 C 19.50600 48.04200 17.16700
21 C 18.85000 46.85200 17.92100
22 C 19.64600 46.28400 19.13900
23 C 20.83100 46.96500 19.53000
24 C 21.44300 48.16100 18.75400
25 N 19.07800 45.16300 19.91500
26 O 19.87200 44.55600 20.73200
27 O 17.99900 44.73400 19.74400
28 H 21.14700 49.68800 17.15500
29 H 18.91600 48.44900 16.29000
30 H 18.00200 46.30900 17.66200
31 H 21.28600 46.52300 20.54600
32 H 22.38100 48.55600 19.21900
33 C 29.70200 52.25400 19.22500
34 O 29.54100 53.21800 19.98500
35 N 28.67000 51.61000 18.61500
36 C 28.92200 50.44400 17.76700
37 C 27.24900 51.88800 18.80900
38 H 30.79000 52.05700 18.97300
39 H 29.61900 49.73700 18.34500
40 H 29.35000 50.53200 16.87000
41 H 27.89600 50.03800 17.79700
42 H 26.64700 51.16600 19.49600
43 H 26.50900 52.20000 18.10200
44 H 27.18900 52.86300 19.21200
45 C 25.57500 57.20900 19.85600
46 O 26.37600 58.10200 20.36400
47 N 26.01100 56.41400 18.81700
48 C 24.96200 55.56700 18.18600
49 C 27.25800 56.53400 18.09800
50 H 24.58800 57.21400 20.19700
51 H 25.02800 55.69900 17.17500
52 H 23.69600 55.82700 18.36500
53 H 25.07500 54.44200 18.60900
54 H 27.59000 57.62700 17.89900
55 H 27.39700 55.80700 17.19400
56 H 28.07000 56.28700 18.93700
57 C 27.14400 46.34300 17.34100
58 O 27.59600 47.34300 16.71600
59 N 26.15300 46.35800 18.30200
60 C 25.56300 45.13700 18.87900
61 C 25.60900 47.70700 18.74400
62 H 27.44300 45.38000 17.19800
63 H 25.25600 45.38100 19.87100
64 H 26.19800 44.28500 18.96000
65 H 24.70400 44.74200 18.28300
66 H 25.12700 48.22400 17.88500
67 H 26.39400 48.34700 19.07200
68 H 24.86500 47.44700 19.54800

Output
LUMO energy ... 0.022 hartree
Energy relative to the best compared isomer or geometry (same formula, charge and spin) ... 0.000 eV
Total charge ... -1
Gap between HOMO and LUMO ... 6.59 eV
Largest force on an atom ... 7.8 eV/Å

3.
Molecular formula: C21H31O4Sm
Method: DFT, the ωB97M-V functional and the def2-TZVPD basis

Positions of all 57 atoms, in Å:
1 O 1.37347 1.72608 -5.55601
2 C 2.45555 1.06760 -6.31585
3 C 2.50130 2.01549 -7.47882
4 H 2.21823 0.06538 -6.66567
5 H 3.39794 1.10604 -5.75667
6 C 1.43700 2.73825 -6.63848
7 H 2.14544 1.62779 -8.43531
8 H 3.44395 2.54898 -7.58230
9 C 0.13874 2.86057 -7.41088
10 H -0.19173 1.88570 -7.78218
11 H 0.29345 3.49323 -8.29506
12 H -0.64420 3.33944 -6.81442
13 C 1.95820 4.09557 -6.17028
14 H 2.91089 3.96464 -5.63595
15 H 1.22093 4.60604 -5.53274
16 H 2.14612 4.72019 -7.06164
17 Sm -0.00035 0.86344 -1.16761
18 C 0.66678 1.45646 1.34434
19 C 1.28163 0.18738 1.17530
20 C 2.35794 0.30855 0.25415
21 H 1.06283 -0.70245 1.74869
22 C 2.42605 1.67935 -0.15679
23 C 1.36064 2.39428 0.51615
24 H 1.17429 3.47406 0.43281
25 H -0.13120 1.66716 2.04579
26 H 3.05347 -0.48877 -0.01737
27 H 3.21427 2.12353 -0.78292
28 C -2.18542 0.67864 0.00509
29 C -1.94016 2.06625 -0.26947
30 C -2.01138 2.25766 -1.69885
31 H -1.70697 2.82442 0.47693
32 C -2.28387 0.97812 -2.30310
33 C -2.34662 -0.00173 -1.24831
34 H -2.56080 -1.05574 -1.38272
35 H -2.28090 0.20576 0.98175
36 H -1.90093 3.20993 -2.22969
37 H -2.45756 0.75996 -3.36526
38 O 2.10567 -0.82113 -4.62563
39 C 2.40487 0.15111 -3.51712
40 C 3.93751 0.08568 -3.40625
41 H 2.02768 -0.30938 -2.51477
42 H 2.04867 1.18813 -3.68179
43 C 4.20329 -1.39718 -3.80041
44 H 4.19535 0.29726 -2.36219
45 H 4.46533 0.79233 -4.06089
46 C 2.78198 -1.96947 -4.05117
47 H 4.78946 -1.88478 -3.00459
48 H 4.75188 -1.53153 -4.76537
49 H 2.37382 -2.28013 -3.05836
50 H 2.73749 -2.80055 -4.75418
51 C -0.85022 -4.08789 -1.09062
52 O -0.90142 -2.66276 -1.33590
53 C -0.36008 -1.84546 -0.44682
54 O 0.12633 -2.26226 0.59960
55 H 0.18366 -4.41926 -1.09409
56 H -1.39745 -4.52571 -1.90927
57 H -1.33314 -4.30868 -0.14350

Output
LUMO energy (alpha / beta) ... 0.004 / 0.006 hartree
Energy relative to the best compared isomer or geometry (same formula, charge and spin) ... 4.903 eV
Total charge ... 0
Gap between HOMO and LUMO (alpha / beta) ... 7.08 / 7.14 eV
Spin multiplicity ... 6
Largest force on an atom ... 4.2 eV/Å

4.
Molecular formula: C21H32As2AuGeO9SSe
Method: DFT, the ωB97M-V functional and the def2-TZVPD basis

Positions of all 68 atoms, in Å:
1 Au -1.67485 0.90024 -0.14222
2 S -2.66551 4.19253 -0.36867
3 C -1.67423 2.87926 -0.25304
4 O -1.00357 -2.00222 0.08832
5 C -1.42739 -0.96884 -0.00836
6 C 5.43949 -2.38983 1.11193
7 Ge 4.81794 -0.83557 0.03344
8 C 6.20591 0.01077 -1.09125
9 C 3.73432 0.43267 1.12097
10 C 3.48547 -1.53532 -1.44876
11 Se 1.90933 -2.23266 -0.73746
12 C 2.53306 -4.06219 -0.55655
13 H 6.23783 -2.01653 1.75090
14 H 5.86152 -3.18532 0.50032
15 H 4.66728 -2.79820 1.76018
16 H 6.72015 0.75679 -0.49182
17 H 5.76943 0.48905 -1.96353
18 H 6.93002 -0.72833 -1.42216
19 H 4.21704 0.58431 2.08254
20 H 2.72971 0.04894 1.29011
21 H 3.64361 1.39996 0.62459
22 H 4.02555 -2.28594 -2.01900
23 H 3.29680 -0.63606 -2.02826
24 H 3.43462 -4.07351 0.04973
25 H 2.75187 -4.45801 -1.54693
26 H 1.76118 -4.66033 -0.08126
27 C 0.09073 3.97921 1.80484
28 O 0.51686 3.83549 0.44868
29 C -0.46944 3.76575 -0.50251
30 O -1.25629 5.00253 -0.57836
31 C 0.24507 3.37590 -1.77716
32 C -0.10333 3.76364 -2.99692
33 As 0.76759 3.39275 -4.72832
34 C -0.77748 2.45746 -5.51859
35 C 1.93044 1.87976 -4.14581
36 C 1.36949 1.26917 -3.02810
37 As 1.68549 2.13857 -1.29485
38 C 3.17134 3.37385 -1.64535
39 C 0.48378 0.17595 -2.93441
40 O 0.18014 -0.35197 -1.84346
41 O 0.03281 -0.25577 -4.11417
42 C -0.84116 -1.37281 -4.12165
43 C 3.37853 1.71136 -4.29891
44 O 3.96236 1.03497 -3.45670
45 O 4.09597 2.23011 -5.28298
46 C 3.57433 3.04041 -6.31279
47 C -1.40126 4.49558 -3.12811
48 O -2.41285 3.87102 -2.87074
49 O -1.45653 5.75880 -3.47373
50 C -0.28902 6.51897 -3.74848
51 H -0.66939 4.75675 1.89654
52 H 0.97997 4.26800 2.36116
53 H -0.29927 3.02574 2.16930
54 H -1.43399 3.23618 -5.91076
55 H -1.33250 1.85862 -4.79981
56 H -0.46521 1.83144 -6.35340
57 H 3.04999 3.89962 -2.59415
58 H 4.10687 2.81672 -1.66770
59 H 3.21539 4.09826 -0.83194
60 H -0.79412 -1.77619 -5.12930
61 H -1.85976 -1.05154 -3.89257
62 H -0.52040 -2.11592 -3.38863
63 H 4.35878 3.09209 -7.06759
64 H 3.37492 4.05945 -5.95358
65 H 2.66659 2.61417 -6.76193
66 H -0.55042 7.55871 -3.54467
67 H -0.01979 6.41080 -4.80728
68 H 0.54804 6.22296 -3.10796

Output
LUMO energy (alpha / beta) ... -0.332 / -0.332 hartree
Total charge ... +2
Gap between HOMO and LUMO (alpha / beta) ... 3.65 / 3.70 eV
Spin multiplicity ... 2
Largest force on an atom ... 2.4 eV/Å

> Among the records above, which one has the highest largest force on an atom?

C21H31N6O10

> Look up the total charge of the fourth one.

+2

> Among the records above, which one has the lowest total charge?

C21H31N6O10

> largest force on an atom of number 3 (C21H31O4Sm)?

4.2 eV/Å